Entry 1:
{
  "formula": "C34H53N7O3S3",
  "method": "ωB97M-V/def2-TZVPD",
  "total_charge": 0,
  "gap_ev": 8.09,
  "total_energy_ha": -3130.74436,
  "spin_multiplicity": 1,
  "elements": ["C", "S", "O", "C", "H", "H", "H", "H", "H", "H", "C", "S", "O", "C", "H", "H", "H", "H", "H", "H", "C", "S", "O", "C", "H", "H", "H", "H", "H", "H", "N", "C", "C", "C", "C", "H", "H", "H", "H", "H", "N", "C", "C", "C", "C", "H", "H", "H", "H", "H", "N", "C", "C", "C", "C", "H", "H", "H", "H", "H", "N", "C", "C", "C", "C", "H", "H", "H", "H", "H", "N", "C", "C", "C", "C", "H", "H", "H", "H", "H", "N", "C", "C", "C", "C", "H", "H", "H", "H", "H", "N", "C", "C", "C", "C", "H", "H", "H", "H", "H"],
  "coordinates": [[-2.979, 0.237, 3.372], [-2.507, -0.681, 4.892], [-1.761, -1.938, 4.484], [-1.170, 0.614, 5.328], [-2.126, 0.529, 2.746], [-3.651, 1.091, 3.533], [-3.672, -0.471, 2.851], [-1.660, 1.571, 5.499], [-0.625, 0.620, 4.398], [-0.597, 0.324, 6.218], [0.315, 4.205, 4.062], [-0.351, 3.562, 2.484], [-1.691, 2.907, 2.758], [-0.633, 5.167, 1.696], [1.313, 4.634, 3.848], [0.486, 3.363, 4.757], [-0.461, 4.840, 4.520], [-1.127, 5.026, 0.695], [0.297, 5.731, 1.514], [-1.346, 5.744, 2.305], [-1.202, -1.876, 0.379], [0.100, -0.607, 0.621], [1.119, -0.926, -0.449], [-0.897, 0.871, 0.089], [-1.940, -1.628, 1.128], [-0.776, -2.828, 0.710], [-1.557, -1.823, -0.681], [-1.746, 1.015, 0.766], [-1.259, 0.834, -0.951], [-0.280, 1.767, 0.246], [-2.069, 0.475, -4.541], [-2.112, -0.828, -4.065], [-0.935, -1.004, -3.360], [-0.227, 0.200, -3.420], [-0.926, 1.075, -4.169], [-2.711, 0.899, -5.203], [-2.996, -1.456, -4.275], [-0.579, -1.828, -2.754], [0.697, 0.406, -2.914], [-0.680, 2.022, -4.565], [3.567, -1.695, -5.489], [2.474, -1.544, -4.743], [2.878, -1.385, -3.396], [4.326, -1.449, -3.422], [4.676, -1.668, -4.718], [3.482, -1.879, -6.456], [1.520, -1.515, -5.225], [2.277, -1.291, -2.517], [5.026, -1.290, -2.623], [5.626, -1.747, -5.194], [-0.172, 4.722, -1.789], [0.885, 4.123, -1.155], [1.841, 5.081, -0.843], [1.294, 6.351, -1.263], [0.080, 6.045, -1.802], [-0.932, 4.231, -2.198], [0.963, 3.043, -1.165], [2.841, 4.884, -0.515], [1.852, 7.297, -1.235], [-0.643, 6.673, -2.262], [-1.240, -4.856, 2.027], [-1.374, -5.930, 1.189], [-2.729, -6.222, 1.193], [-3.396, -5.263, 2.033], [-2.430, -4.423, 2.557], [-0.370, -4.349, 2.254], [-0.534, -6.432, 0.763], [-3.179, -7.101, 0.733], [-4.436, -5.172, 2.204], [-2.395, -3.584, 3.265], [3.058, 1.136, -0.322], [4.060, 1.628, -1.104], [4.864, 2.486, -0.309], [4.342, 2.407, 1.018], [3.215, 1.628, 0.931], [2.323, 0.445, -0.549], [4.173, 1.364, -2.119], [5.868, 2.794, -0.535], [4.734, 2.932, 1.873], [2.523, 1.326, 1.700], [-4.669, -1.412, -0.160], [-5.132, -0.305, 0.516], [-4.845, 0.821, -0.210], [-4.187, 0.379, -1.362], [-4.084, -0.968, -1.297], [-4.689, -2.344, 0.230], [-5.469, -0.464, 1.497], [-5.112, 1.866, -0.022], [-3.816, 1.028, -2.153], [-3.528, -1.613, -1.919], [2.594, -3.313, 0.209], [3.313, -4.448, -0.092], [3.526, -5.132, 1.049], [2.958, -4.358, 2.093], [2.450, -3.200, 1.563], [2.218, -2.553, -0.381], [3.505, -4.559, -1.124], [3.969, -6.127, 1.129], [3.015, -4.639, 3.116], [1.969, -2.293, 1.975]],
  "lowdin_charge": [-0.285, 0.864, -0.588, -0.220, 0.011, 0.066, 0.031, 0.044, 0.023, 0.051, -0.248, 0.803, -0.571, -0.268, 0.063, 0.044, 0.061, 0.056, 0.056, 0.059, -0.204, 0.877, -0.601, -0.216, 0.028, 0.031, 0.050, 0.029, 0.047, 0.004, 0.004, -0.119, -0.113, -0.147, -0.154, 0.154, 0.120, 0.098, 0.084, 0.103, -0.003, -0.135, -0.076, -0.100, -0.157, 0.140, 0.100, 0.043, 0.090, 0.102, 0.020, -0.154, -0.086, -0.093, -0.183, 0.138, 0.092, 0.082, 0.102, 0.100, -0.023, -0.126, -0.114, -0.115, -0.135, 0.144, 0.101, 0.086, 0.068, 0.079, 0.022, -0.121, -0.104, -0.118, -0.174, 0.083, 0.083, 0.079, 0.084, 0.094, 0.044, -0.145, -0.101, -0.131, -0.174, 0.153, 0.087, 0.105, 0.096, 0.079, 0.010, -0.137, -0.119, -0.126, -0.154, 0.101, 0.097, 0.098, 0.079, 0.099]
}

=====

Entry 2:
{
  "formula": "C11H15IrNP",
  "method": "ωB97M-V/def2-TZVPD",
  "total_charge": 1,
  "gap_ev": [5.41, 6.95],
  "total_energy_ha": -928.01677,
  "spin_multiplicity": 6,
  "elements": ["C", "C", "C", "C", "C", "Ir", "P", "H", "H", "H", "H", "H", "H", "H", "H", "C", "C", "C", "C", "N", "C", "C", "H", "H", "H", "H", "H", "H", "H"],
  "coordinates": [[1.173, 0.345, -1.671], [0.164, -0.011, -2.596], [-0.414, -1.298, -2.632], [-0.188, -2.226, -1.598], [0.416, -1.843, -0.418], [0.102, 0.030, -0.201], [-0.519, 2.044, 0.547], [1.949, 1.105, -1.825], [-0.159, 0.710, -3.371], [-1.074, -1.596, -3.457], [0.677, -2.542, 0.386], [-0.552, -3.252, -1.652], [-1.720, 2.124, 1.320], [-0.771, 3.096, -0.386], [0.377, 2.740, 1.439], [-0.857, -1.549, 5.887], [-0.631, -1.201, 4.448], [0.519, -0.514, 4.075], [0.712, -0.205, 2.733], [-0.253, -0.475, 1.847], [-1.350, -1.175, 2.164], [-1.565, -1.566, 3.482], [0.095, -1.847, 6.347], [-1.250, -0.691, 6.457], [-1.572, -2.377, 5.971], [1.252, -0.211, 4.817], [1.609, 0.286, 2.348], [-2.053, -1.399, 1.354], [-2.465, -2.117, 3.736]],
  "mulliken_spin": [0.971, 0.380, 0.334, 0.442, 0.764, 1.683, 0.027, 0.055, 0.062, 0.034, 0.035, 0.052, 0.017, 0.010, 0.017, 0.000, -0.002, 0.009, 0.008, 0.111, -0.032, 0.012, 0.000, 0.000, 0.000, 0.001, -0.014, 0.021, 0.002]
}

=====

Entry 3:
{
  "formula": "CH3N2OS",
  "method": "ωB97M-V/def2-TZVPD",
  "total_charge": 1,
  "gap_ev": [6.50, 7.21],
  "total_energy_ha": -622.35450,
  "spin_multiplicity": 1,
  "elements": ["C", "N", "N", "O", "S", "H", "H", "H"],
  "coordinates": [[0.092, 0.134, -0.220], [0.541, -1.105, -0.705], [0.245, 1.264, -0.662], [0.868, -1.407, -1.986], [1.493, -0.379, -3.082], [-0.515, -0.214, 0.750], [0.267, -1.764, -0.047], [-0.347, 2.124, -0.465]],
  "lowdin_charge": [-0.251, 0.043, 0.196, -0.496, 1.014, 0.201, 0.139, 0.153]
}